{"formula": "C40H103F6N8O13Ti", "method": "ωB97M-V/def2-TZVPD", "spin_multiplicity": 4, "gap_ev": [4.15, 9.33], "homo_ev": [-3.772, -8.960], "de_lowest_kcal_mol": 0.0, "e_tot_ev": -121101.058, "elements": ["H", "H", "H", "H", "C", "H", "C", "O", "C", "C", "C", "H", "H", "O", "H", "H", "H", "H", "H", "H", "H", "H", "C", "H", "C", "O", "H", "H", "C", "C", "H", "O", "H", "H", "F", "N", "C", "H", "H", "H", "C", "H", "H", "H", "H", "H", "H", "F", "C", "F", "H", "H", "H", "H", "O", "H", "H", "H", "H", "H", "F", "H", "H", "O", "H", "N", "F", "H", "C", "H", "C", "C", "C", "H", "H", "C", "H", "H", "O", "H", "C", "C", "C", "O", "H", "H", "O", "H", "N", "H", "N", "C", "N", "H", "O", "O", "H", "H", "H", "H", "C", "H", "C", "H", "H", "H", "H", "H", "H", "H", "N", "C", "H", "H", "H", "H", "H", "H", "H", "H", "C", "H", "N", "H", "C", "H", "H", "H", "H", "H", "C", "O", "C", "H", "C", "H", "H", "H", "C", "H", "C", "C", "H", "C", "H", "O", "C", "F", "H", "C", "H", "C", "H", "H", "H", "H", "H", "H", "N", "Ti", "H", "C", "H", "C", "H", "H", "C", "H", "H", "C", "H"], "xyz": [[6.20444, -6.16960, -1.98888], [3.54183, 1.63433, -6.69352], [0.77724, -3.39252, 0.13504], [-4.99949, -1.44571, 2.08117], [7.47720, 2.86854, 2.78650], [-6.39564, -3.35479, -0.04074], [1.37247, 0.32773, -5.95077], [-6.48029, -2.16472, -1.66102], [-4.57770, 9.13100, -1.17171], [-2.65767, 6.04869, -0.76443], [-4.84467, -1.89663, 0.07813], [9.46968, 3.04041, 3.34029], [5.81595, -6.35956, -3.69115], [3.38929, 3.74509, -2.64764], [6.68646, 1.15167, 1.86652], [-2.44654, 7.31079, 1.01436], [-1.24310, -9.23926, 2.26707], [1.85380, -0.02644, 6.44184], [1.80772, 2.41581, -3.02733], [0.97869, -1.15208, -0.89842], [-7.20650, -4.05677, -2.11716], [-3.25494, 3.72058, 1.70923], [-1.57560, -0.42249, 4.65044], [-0.33948, -0.74864, -4.12437], [1.13700, -5.06413, -2.33074], [-0.81519, -0.44503, 0.03952], [1.50290, 4.53167, -2.16979], [2.18236, -6.59668, -1.23910], [-1.12978, -7.62578, 3.72075], [-1.92009, 6.51127, 0.49081], [-0.66350, 0.39025, -1.84612], [4.30636, -6.95028, -2.32417], [-4.83885, -0.80028, -0.04393], [4.74468, 2.08231, -0.00394], [-5.97378, 1.68033, 4.83022], [0.68651, -8.97246, 2.73726], [0.03391, 1.81649, -0.33663], [-8.43250, -2.87335, -1.61174], [7.30268, 3.94367, 2.81219], [3.67172, -5.07065, -0.22329], [2.89568, 2.45997, -3.03549], [-3.90566, -2.33163, -1.86720], [0.45412, 0.90871, -5.85444], [-3.44149, 2.02114, -1.03179], [2.43536, -1.80012, -7.05648], [-4.77263, 1.95031, -0.03138], [4.21947, 5.18763, 0.43200], [-5.50923, -0.02376, 3.62196], [2.41465, -5.63047, -1.69922], [-0.21266, 2.03584, 0.97332], [-2.10200, -2.32605, 3.63280], [0.82112, -8.94455, 3.74091], [1.49580, -4.32698, -3.05665], [-5.73654, 3.06790, 2.48457], [1.80235, 0.71292, -7.26221], [0.03452, -2.41986, -4.29920], [-0.42844, -6.85732, 4.04684], [-3.73002, -3.63338, -0.67383], [2.51855, -0.00883, 4.80770], [-1.01181, 5.85764, -1.93134], [-7.26221, 1.16164, 3.15671], [-1.72164, 5.65572, 1.13702], [-5.25095, 9.64828, -0.49021], [-3.91581, 2.41097, 3.20241], [6.89188, 2.54041, 0.70764], [2.83031, -4.70293, -0.65559], [-0.22932, 3.00138, -0.92930], [2.36562, 7.12451, 0.03742], [-0.64943, -8.34466, 2.47311], [3.43926, 2.67798, 1.08688], [-6.28804, -2.28355, -0.26026], [-0.02119, -2.65184, 0.20667], [-1.58420, -6.51455, -0.63011], [1.28729, -1.31851, -3.70233], [6.10262, -7.78453, -2.65183], [-7.49243, -3.00047, -2.16149], [-7.71030, -2.73711, -3.19492], [9.17913, 1.42190, 2.63265], [0.55116, 0.53761, 4.93215], [-1.32271, 4.50027, -1.11345], [-3.79444, -2.54988, -0.80632], [-3.35034, 3.66361, 2.79531], [-3.27080, 7.22639, -1.51189], [-1.70262, -7.37194, 0.46409], [5.15020, 5.08178, -1.05411], [-3.90520, 6.93760, -2.35736], [5.26900, 2.66568, 1.94941], [-2.51770, -6.49739, -1.18641], [2.05626, -2.07685, -6.15602], [-4.85221, 1.39181, -1.60550], [-1.76495, 0.32440, 3.35362], [4.36610, 2.10727, 1.02123], [7.10765, 2.29259, 4.11689], [3.73505, -0.07209, -7.36363], [-2.22424, 0.96677, -0.82995], [-4.46592, 2.06585, -1.03344], [4.70480, 6.63936, -0.28900], [2.16173, 0.68073, -5.28012], [2.37027, 3.84705, -0.82590], [-1.23973, 3.49013, 3.07068], [-0.90216, 0.69557, -0.81226], [-3.54404, 5.41967, -0.62832], [2.51421, 4.40102, -1.76463], [1.41900, -8.40554, 2.32236], [-3.45418, -1.53329, 4.50914], [-2.34896, 1.12125, 3.60377], [-4.94267, -2.97541, 1.84676], [-2.13179, 3.65068, 4.67017], [-2.08269, 0.17708, 5.40777], [0.25546, -1.18077, -6.63769], [-1.76934, 5.25629, -1.61676], [-0.10770, -0.71096, 4.89100], [-1.48466, -5.47622, -0.25856], [-0.57680, -2.85488, -0.71600], [-2.13923, -7.23844, 3.56142], [0.37122, -4.67252, -1.67451], [7.94369, 2.03700, 4.62705], [-6.96681, -1.61459, 0.27612], [-0.28697, -6.46287, 1.55146], [3.98930, -5.06467, -3.08040], [5.64921, -6.79440, -2.70139], [3.03776, -6.30935, -3.77304], [1.99052, 6.42766, -0.59262], [-1.25349, -8.33101, 4.54722], [4.35505, 5.63769, -0.55914], [6.63984, 1.42024, 3.89222], [-0.60969, -2.82453, 1.10629], [9.37839, 2.92992, 1.65776], [-1.90435, 4.97136, 3.57099], [3.34021, 2.22053, -4.00009], [8.94659, 2.47991, 2.55725], [-4.97494, 1.54253, 1.41780], [-2.37974, -1.71088, 4.48799], [3.31234, 6.41918, -2.19671], [3.05139, 5.76373, -1.36237], [-4.09463, 4.41778, 3.08431], [-0.84194, 0.72331, 3.18899], [-3.76457, 9.80243, -1.46194], [-5.17842, 2.13021, 2.63455], [-0.67894, -6.63349, -1.22964], [-0.52797, -7.48891, 1.22741], [0.97950, -1.13997, -5.80998], [4.07240, 1.10284, 1.35611], [-5.99504, 1.23594, 3.56563], [3.33807, 1.74463, -2.33365], [-4.09444, 7.94076, -0.60178], [0.37852, -1.20112, 0.01871], [1.34312, 1.58174, -0.47940], [0.28922, -7.90152, 0.62242], [0.46854, -1.42500, -4.41571], [-2.49631, 7.90196, -1.90643], [6.60184, 2.23844, 1.71875], [0.27879, -1.31244, 4.06064], [0.73457, -5.92663, -2.86937], [-0.07395, -1.20061, 5.87011], [1.68663, -3.00605, -6.32196], [-2.82626, -2.13921, -0.51302], [1.51936, 5.72026, -0.03741], [-4.52345, -2.12264, 1.48008], [-3.03674, 0.00167, 1.37042], [-0.96911, 6.98401, 0.22772], [-2.09824, 3.89208, 3.61331], [-5.19785, 8.89374, -2.04641], [3.40572, -5.95715, -2.80149], [-2.21898, -2.34892, 5.37107], [1.10097, -0.88396, 0.78318], [3.19586, 0.87831, -7.40537], [3.01383, -3.82769, -1.13781], [3.40384, 1.28719, -8.39568], [1.84330, 0.52053, 5.49183], [2.20820, 1.52923, 5.66141]], "atomic_forces_ev_per_a": [[-0.2, 0.1, 0.0], [0.3, -0.3, 0.2], [0.4, 0.4, 0.5], [0.1, 0.3, -0.3], [0.5, -1.5, 0.4], [-0.3, 0.1, 0.6], [0.6, 0.7, -0.6], [0.1, 0.5, -0.2], [-0.5, -0.2, -0.4], [-0.1, -0.2, -0.4], [-0.5, 0.3, -0.4], [0.3, -0.5, 0.2], [-0.3, -0.2, -0.1], [-0.6, 0.0, -0.3], [0.0, -0.1, -0.4], [-0.3, -0.4, 0.3], [-0.7, 0.5, -0.1], [0.0, 0.1, 0.1], [0.0, -0.1, -0.2], [-0.6, 0.4, -0.4], [0.1, 0.0, 0.0], [0.5, -0.2, 0.0], [-1.5, -0.7, -2.0], [0.1, 0.2, -0.1], [0.9, -1.0, -0.9], [1.0, 0.2, 0.1], [0.1, -0.1, -0.4], [0.0, 0.1, 0.2], [-0.8, -0.4, -0.1], [-0.4, 0.4, 0.1], [1.0, 0.1, 0.1], [-0.1, 0.1, 0.1], [0.3, 0.0, -0.2], [0.0, 0.1, 0.0], [-0.3, 0.2, 0.1], [-0.2, 0.6, -0.1], [-1.1, 0.5, 1.1], [0.0, 0.0, 0.1], [0.3, 0.1, -0.1], [0.2, 0.4, 0.0], [1.3, 0.3, 0.6], [-0.3, 0.0, 0.0], [0.0, 0.0, 0.7], [0.3, -1.1, -0.1], [0.1, 0.0, 0.0], [-0.2, -0.2, 1.1], [-0.3, -0.4, -0.2], [-0.1, -0.1, -0.1], [-1.6, -0.2, 0.1], [0.4, 0.0, 0.2], [0.0, 0.4, -0.3], [0.3, -0.1, 0.0], [-0.6, 0.2, 0.0], [-0.1, 0.1, 0.5], [-0.1, -0.6, -0.3], [0.2, -0.1, -0.2], [-0.1, 0.2, -0.2], [-0.3, 0.0, 0.1], [0.2, 0.1, 0.1], [0.1, -0.1, 0.0], [-0.1, 0.0, 0.0], [0.0, 0.1, 0.2], [0.2, -0.1, 0.4], [-0.2, -0.1, 0.8], [0.2, -0.2, 0.0], [0.4, -0.5, -0.4], [0.3, -0.6, -0.4], [0.0, 0.0, 0.0], [0.7, -1.3, 0.2], [0.1, 0.2, -0.2], [0.8, -0.6, -0.8], [-0.1, -0.2, -1.0], [0.2, 1.7, 0.7], [0.0, 0.0, 0.0], [0.0, 0.0, -0.2], [-0.5, 0.0, 0.1], [0.3, 0.1, 0.0], [-0.3, -0.1, -0.1], [-0.1, 0.5, 0.2], [-0.4, 0.3, 0.1], [0.4, 0.2, 0.0], [-1.3, -0.1, 1.4], [0.1, 0.6, -0.1], [-0.5, -1.2, 0.1], [-0.1, 0.1, -0.2], [0.3, -0.4, -0.1], [0.2, 0.0, -0.4], [0.1, -0.5, -0.3], [0.6, 0.3, 0.0], [0.2, -0.2, 0.0], [0.7, 0.4, 0.8], [-0.7, -0.2, 0.8], [-0.5, 0.2, -0.7], [0.2, 0.1, 0.5], [-0.3, 1.4, 1.0], [-0.1, 0.9, 0.2], [0.2, 0.0, -0.4], [-0.3, -0.2, 0.5], [0.2, -0.2, 0.0], [0.1, -0.5, 0.5], [-1.8, -1.1, -1.5], [0.2, -0.1, 0.9], [-0.1, 0.6, 0.2], [0.1, 0.0, 0.2], [0.0, 0.2, -0.4], [0.0, 0.1, -0.4], [0.5, -0.4, -0.4], [-0.2, -0.5, -0.1], [0.6, -0.1, 0.5], [-0.7, -0.4, 0.6], [-0.1, 0.5, -0.7], [-0.8, 0.9, 0.4], [0.0, 0.0, 0.0], [-0.6, -0.2, 0.4], [0.2, 0.4, 0.0], [0.3, 0.1, 0.3], [0.0, 0.1, 0.0], [-0.2, -0.4, 0.2], [0.5, -0.1, 0.0], [-0.2, 0.2, 0.3], [0.6, -0.1, 0.4], [-0.8, -0.1, 0.3], [-0.2, -0.3, -0.3], [0.2, -0.1, 0.0], [0.0, 0.2, 0.8], [-0.2, 0.0, 0.5], [-0.2, 0.1, -0.1], [-0.2, -0.4, -0.3], [0.0, 0.0, 0.1], [-0.3, 0.2, -0.2], [0.3, 2.1, 0.0], [-0.1, -0.8, -0.8], [0.2, -0.8, 1.5], [-0.4, -0.4, -0.4], [0.8, 0.2, 0.7], [0.1, 0.2, -0.2], [-0.2, 0.3, -0.4], [0.0, 0.0, 0.0], [1.0, 0.5, -2.1], [-0.2, -0.7, -0.2], [0.1, 0.9, 0.1], [0.2, 0.1, -1.2], [0.3, -0.2, -0.3], [0.8, -0.1, 0.3], [-0.5, -0.3, 0.1], [0.1, 0.2, 0.3], [1.2, -0.9, 0.8], [-0.1, -0.3, -0.1], [0.0, 0.1, -0.2], [-0.6, 0.1, 0.1], [0.1, 0.0, 0.0], [-0.5, 0.5, 0.7], [0.1, -0.3, 0.2], [-0.4, 0.4, -0.4], [0.5, -0.3, -0.2], [-0.2, 0.0, 0.2], [0.0, -0.1, 0.0], [0.0, 0.2, 0.2], [-0.5, 0.3, 1.0], [0.5, 0.1, -0.6], [0.1, -0.3, -0.3], [0.7, 1.2, -1.5], [0.2, 0.1, -0.2], [1.5, 0.3, -0.3], [0.1, 0.0, 0.0], [-0.3, 0.2, 0.2], [-0.1, 0.2, -0.4], [0.4, 0.1, 0.4], [-0.3, 0.0, 0.0], [0.1, -0.9, -0.2], [-0.2, 0.1, -0.2]], "lowdin_spin": [0.000, 0.000, 0.000, 0.007, 0.000, 0.000, 0.000, 0.001, 0.000, 0.000, 0.017, 0.000, 0.000, 0.000, 0.000, 0.000, 0.000, 0.000, 0.000, 0.000, 0.000, 0.002, 0.008, 0.000, 0.000, 0.023, 0.000, 0.000, 0.000, 0.000, 0.000, 0.000, 0.007, 0.000, 0.001, 0.000, 0.002, 0.000, 0.000, 0.000, 0.000, 0.000, 0.000, 0.002, 0.000, 0.002, 0.000, 0.014, 0.000, 0.008, 0.005, 0.000, 0.000, 0.000, 0.000, 0.000, 0.000, 0.001, 0.000, 0.000, 0.000, 0.000, 0.000, 0.021, 0.000, 0.000, 0.000, 0.000, 0.000, 0.000, 0.002, 0.005, 0.000, 0.000, 0.000, 0.000, 0.000, 0.000, 0.000, 0.000, 0.016, 0.006, 0.000, 0.000, 0.000, 0.000, 0.000, 0.000, 0.000, 0.000, 0.060, 0.000, 0.000, 0.000, 0.019, 0.006, 0.000, 0.000, 0.000, 0.001, 0.005, 0.000, 0.000, 0.000, 0.003, 0.010, 0.003, 0.000, 0.000, 0.000, 0.000, 0.001, 0.000, 0.000, 0.000, 0.000, 0.000, 0.000, 0.000, 0.000, 0.000, 0.000, 0.000, 0.000, 0.000, 0.000, 0.004, 0.000, 0.000, 0.000, 0.000, 0.040, 0.013, 0.000, 0.000, 0.000, 0.007, 0.000, 0.010, 0.000, 0.000, 0.000, 0.000, 0.003, 0.000, 0.000, 0.003, 0.000, 0.000, 0.000, 0.000, 0.000, 0.000, 0.000, 0.000, 0.000, 0.009, 0.000, 0.045, 2.604, 0.000, 0.001, 0.000, 0.000, 0.000, 0.000, 0.000, 0.000, 0.000, 0.000, 0.000]}